1.
2 unconnected molecules or ions with the total composition C7H6FN3O4, computed with the ωB97M-V functional and the def2-TZVPD basis.

Output
orbital gap (alpha / beta): 0.2292 / 0.2295 Ha
energy above the lowest of the compared OMol25 structures with the same formula, charge and spin: 326.0 kJ/mol
E_HOMO (alpha / beta): -9.07 / -9.07 eV

Last column: natural (NBO) charge in e.
Positions of all 21 atoms, in Å:
C: -0.514 -1.812 0.563  -0.179
C: -1.413 -0.842 0.123  -0.196
C: 0.859 -1.450 0.393  -0.307
C: -1.049 0.388 -0.395  -0.232
C: 0.958 -0.165 0.025  0.453
C: 0.285 0.921 -0.393  0.073
C: 3.883 0.094 -0.155  0.415
N: 0.686 2.209 -0.530  -0.761
N: 4.033 -1.229 -0.379  0.425
N: 3.326 0.772 0.962  0.440
O: 3.665 -2.048 0.476  -0.456
O: 3.129 0.210 2.054  -0.387
O: 4.502 -1.591 -1.451  -0.402
O: 2.909 1.929 0.763  -0.492
F: 4.252 0.904 -1.194  -0.287
H: -0.683 -2.724 0.918  0.230
H: -2.511 -1.145 0.096  0.244
H: 1.681 -2.061 0.616  0.324
H: -1.880 1.125 -0.710  0.259
H: -0.001 2.913 -0.216  0.397
H: 1.591 2.461 -0.254  0.437

---

2.
A molecular structure, C7H6HgN2O3, computed with the ωB97M-V functional and the def2-TZVPD basis.

Output
orbital gap: 0.2806 Ha
net charge: +2
energy above the lowest of the compared OMol25 structures with the same formula, charge and spin: 12.3 kJ/mol
E_HOMO: -16.87 eV

Last column: natural (NBO) charge in e.
Positions of all 19 atoms, in Å:
O: -2.960 -1.137 -2.640  -0.329
C: -2.160 -0.828 -1.924  0.442
Hg: -0.368 -0.021 0.009  1.456
C: 0.582 1.480 -1.322  0.386
C: 0.799 -1.904 -0.109  0.386
O: 0.951 2.287 -2.035  -0.274
O: 1.285 -2.931 -0.166  -0.274
C: -1.172 1.804 5.206  -0.422
N: -0.485 1.415 4.011  -0.276
C: 0.888 1.443 3.847  -0.028
C: 1.159 1.002 2.578  -0.083
N: -0.064 0.715 1.996  -0.714
C: -1.059 0.970 2.877  0.215
H: -0.833 1.183 6.039  0.247
H: -0.937 2.844 5.440  0.247
H: -2.254 1.692 5.085  0.242
H: 1.596 1.756 4.593  0.274
H: 2.101 0.860 2.021  0.250
H: -2.151 0.825 2.665  0.255

---

3.
A molecular structure, C7H6IN2O2, computed with the ωB97M-V functional and the def2-TZVPD basis.

Output
spin multiplicity: 3
orbital gap (alpha / beta): 0.2364 / 0.2486 Ha
net charge: +1
E_HOMO (alpha / beta): -11.93 / -13.16 eV

Last column: Löwdin spin population.
Positions of all 18 atoms, in Å:
C: -2.180 -0.261 -0.768  0.019
C: -1.414 -0.852 0.242  0.393
C: -1.743 -0.110 -2.031  0.310
C: 0.497 -1.180 -1.358  0.474
C: 0.518 0.224 0.566  0.069
C: -0.046 -1.174 -0.014  0.120
C: 1.502 1.192 2.417  0.005
N: 1.105 -0.215 -3.441  0.358
N: 0.964 -0.652 -2.396  0.094
O: 0.606 1.200 -0.138  0.048
O: 0.933 -0.020 1.783  0.012
I: -1.440 0.504 -3.864  0.067
H: -3.257 0.151 -0.706  -0.007
H: -1.702 -0.989 1.218  0.020
H: 0.547 -2.047 0.560  0.018
H: 1.026 2.032 2.191  0.000
H: 2.644 1.335 2.327  0.000
H: 1.438 0.863 3.412  0.001

---

4.
A molecular structure, C7H6INS, computed with the ωB97M-V functional and the def2-TZVPD basis.

Output
orbital gap (alpha / beta): 0.1871 / 0.1918 Ha
energy above the lowest of the compared OMol25 structures with the same formula, charge and spin: 681.5 kJ/mol
E_HOMO (alpha / beta): -7.76 / -7.76 eV

Last column: natural (NBO) charge in e.
Positions of all 16 atoms, in Å:
C: -1.815 -1.748 -0.279  -0.023
C: -1.710 -3.886 0.363  -0.192
C: -0.538 -3.323 0.092  0.379
C: -0.453 -1.953 -0.215  -0.479
C: 2.013 -0.665 0.669  -0.528
C: 1.177 0.517 0.297  -0.288
C: 1.664 1.754 -0.315  -0.682
N: -2.534 -2.887 0.044  -0.307
S: 0.885 -1.011 -0.750  0.620
I: 4.025 -0.489 0.035  0.066
H: -2.394 -0.871 -0.822  0.228
H: -2.004 -4.940 0.304  0.241
H: 0.261 0.730 1.039  0.243
H: 2.483 2.099 0.317  0.253
H: 0.913 2.448 -0.544  0.227
H: 2.303 1.626 -1.218  0.240

---

5.
A molecular structure, C7H6N2O2P2, computed with the ωB97M-V functional and the def2-TZVPD basis.

Output
orbital gap: 0.3074 Ha
energy above the lowest of the compared OMol25 structures with the same formula, charge and spin: 232.7 kJ/mol
E_HOMO: -8.70 eV

Last column: natural (NBO) charge in e.
Positions of all 19 atoms, in Å:
C: -3.109 -0.462 -0.249  -0.240
C: -2.290 -0.355 -1.317  -0.199
C: -2.718 -0.910 0.980  -0.201
C: -0.937 -0.407 -1.120  -0.281
C: -1.340 -0.920 1.229  -0.252
C: -0.424 -0.721 0.182  0.282
C: 2.963 2.637 0.169  0.616
N: 3.304 -1.324 -0.300  -1.201
N: 3.034 0.729 0.512  -1.234
O: 2.013 2.976 -0.455  -0.443
O: 0.895 -0.798 0.418  -0.759
P: 4.345 -0.286 0.402  1.192
P: 2.024 -0.165 -0.531  1.423
H: -4.234 -0.366 -0.459  0.207
H: -2.830 -0.262 -2.322  0.226
H: -3.479 -0.947 1.872  0.226
H: -0.133 -0.447 -1.951  0.231
H: -0.959 -1.027 2.354  0.228
H: 3.874 3.057 0.585  0.177

---

6.
A molecular structure, C7H6N2O3Pb, computed with the ωB97M-V functional and the def2-TZVPD basis.

Output
orbital gap: 0.2471 Ha
net charge: +2
E_HOMO: -16.86 eV

Last column: Löwdin charge in e.
Positions of all 19 atoms, in Å:
O: 0.410 4.919 -2.546  0.126
C: 0.513 3.967 -1.938  -0.017
Pb: 0.787 1.434 -0.322  1.470
C: 0.826 2.406 1.196  -0.312
C: 2.324 1.050 -1.185  -0.312
O: 0.850 3.025 2.164  0.312
O: 3.303 0.805 -1.734  0.312
C: -2.027 -0.757 -0.841  0.015
C: -0.940 -1.190 0.087  -0.323
N: 0.166 -0.473 0.374  -0.116
C: 0.870 -1.222 1.243  -0.112
C: 0.178 -2.391 1.474  -0.026
N: -0.954 -2.365 0.748  0.175
H: -2.119 -1.495 -1.666  0.117
H: -2.986 -0.708 -0.285  0.117
H: -1.811 0.240 -1.274  0.063
H: 1.820 -0.937 1.676  0.131
H: 0.479 -3.202 2.124  0.150
H: -1.688 -3.105 0.708  0.228